A structure of composition C34H53BGeN9O2S5Ta, computed with the ωB97M-V functional and the def2-TZVPD basis.

XYZ file:
```
106
Properties=species:S:1:pos:R:3:mulliken_charge:R:1
Ta -0.03 0.76 -0.06 1.209
C 1.52 1.37 5.06 -2.386
C 1.29 1.31 3.55 1.635
C 2.56 0.77 2.89 -1.282
C 0.93 2.69 3.03 -1.300
N 0.14 0.39 3.26 0.792
C -0.58 -0.27 4.25 -0.304
C -1.51 -1.02 3.63 -1.536
N -1.38 -0.81 2.27 0.482
B -2.27 -1.59 1.28 0.006
N -3.40 -0.75 0.62 0.603
C -4.59 -1.37 0.31 -1.319
C -5.46 -0.42 -0.07 -0.309
N -4.80 0.80 0.00 0.383
C -3.54 0.56 0.41 0.275
S -2.30 1.78 0.58 -0.174
C -5.46 2.13 -0.32 1.248
C -5.40 3.01 0.93 -1.527
C -6.92 1.88 -0.68 -2.218
C -4.75 2.77 -1.51 -1.400
N -1.41 -2.35 0.18 0.628
C -1.00 -3.65 0.38 -1.263
C -0.54 -4.12 -0.80 -0.265
N -0.67 -3.10 -1.73 0.634
C -1.18 -2.04 -1.10 -0.576
S -1.40 -0.42 -1.74 -0.206
C -0.37 -3.25 -3.21 1.339
C 0.19 -4.65 -3.45 -2.167
C 0.69 -2.24 -3.64 -1.323
C -1.68 -3.08 -3.97 -1.607
C -0.37 0.07 2.05 -0.359
S 1.37 -1.21 0.01 0.020
H 2.35 2.04 5.24 0.464
H 1.78 0.39 5.47 0.493
H 0.66 1.77 5.60 0.535
H 3.42 1.29 3.31 0.645
H 2.56 0.93 1.82 -0.178
H 2.68 -0.30 3.09 0.325
H 1.77 3.38 3.19 0.474
H 0.06 3.09 3.55 0.401
H 0.71 2.68 1.96 0.195
H -0.38 -0.15 5.29 0.639
H -2.25 -1.69 4.03 0.666
H -2.82 -2.45 1.92 -0.157
H -4.73 -2.44 0.42 0.684
H -6.49 -0.51 -0.38 0.576
H -5.90 2.53 1.77 0.404
H -5.91 3.95 0.72 0.489
H -4.38 3.25 1.22 0.299
H -7.48 1.44 0.15 0.508
H -7.02 1.26 -1.57 0.484
H -7.36 2.85 -0.91 0.460
H -3.73 3.05 -1.28 0.160
H -5.30 3.68 -1.78 0.570
H -4.76 2.10 -2.37 0.387
H -1.09 -4.13 1.34 0.742
H -0.14 -5.08 -1.04 0.640
H 1.13 -4.81 -2.92 0.403
H 0.39 -4.75 -4.51 0.470
H -0.53 -5.43 -3.18 0.514
H 1.59 -2.33 -3.03 0.151
H 0.32 -1.21 -3.59 0.241
H 0.95 -2.45 -4.68 0.628
H -2.40 -3.83 -3.67 0.404
H -1.49 -3.19 -5.04 0.492
H -2.11 -2.09 -3.82 0.225
N 5.64 -2.38 4.76 -0.506
C 5.26 -2.39 3.45 1.051
C 5.95 -1.60 2.51 -0.891
C 5.55 -1.60 1.19 -0.518
C 4.46 -2.38 0.79 -0.012
C 3.77 -3.16 1.72 -0.478
C 4.17 -3.17 3.03 -0.778
S 3.91 -2.29 -0.83 1.061
O 4.95 -1.87 -1.71 -0.730
O 3.05 -3.40 -1.12 -0.503
N 2.81 -0.96 -0.86 -0.049
C 3.23 0.34 -0.91 0.196
S 4.77 0.85 -1.50 -0.059
C 4.36 2.46 -1.09 -0.675
C 3.12 2.53 -0.58 -1.309
N 2.44 1.31 -0.49 0.577
H 6.54 -2.00 5.00 0.219
H 5.31 -3.12 5.37 0.220
H 6.80 -1.01 2.82 0.385
H 6.10 -1.02 0.46 0.557
H 2.94 -3.77 1.39 0.524
H 3.65 -3.79 3.76 0.405
H 5.06 3.26 -1.22 0.515
H 2.68 3.44 -0.22 0.520
C 1.45 1.73 -3.44 -0.578
Ge 0.12 2.90 -2.63 0.508
C -1.64 2.56 -3.37 -1.134
C 0.46 4.76 -3.02 -1.371
C 0.16 2.81 -0.59 -1.730
H 1.26 1.72 -4.51 0.538
H 1.40 0.70 -3.08 -0.195
H 2.45 2.12 -3.27 0.342
H -1.52 2.48 -4.45 0.482
H -2.27 3.43 -3.17 0.397
H -2.16 1.67 -3.02 0.283
H 0.41 4.91 -4.10 0.432
H 1.44 5.09 -2.67 0.392
H -0.30 5.37 -2.55 0.392
H -0.65 3.46 -0.25 1.136
H 1.08 3.28 -0.32 0.218
```

Output
gap between HOMO and LUMO = 0.2464 Ha
LUMO energy = -0.2250 Ha
charge = +2

A cluster of 8 separate species, C53H118N6O8 in total, computed with the ωB97M-V functional and the def2-TZVPD basis.

XYZ file:
```
185
Properties=species:S:1:pos:R:3:mulliken_charge:R:1
C -0.68 -4.13 1.45 -2.569
C -0.90 -5.56 0.89 2.020
C -1.78 -5.54 -0.39 -1.826
C 0.48 -6.07 0.58 -1.360
C 0.62 -7.56 0.42 -0.687
C 0.12 -8.21 1.68 -1.360
C -1.23 -7.73 2.21 1.488
C -2.18 -8.44 1.25 -1.697
C -1.51 -8.14 3.71 -1.678
N -1.44 -6.28 2.06 0.450
O -2.71 -5.85 2.41 -0.494
H -0.15 -3.41 0.83 0.494
H -1.61 -3.59 1.59 0.586
H -0.16 -4.08 2.40 0.392
H -1.64 -6.41 -1.04 0.342
H -2.86 -5.54 -0.25 0.448
H -1.61 -4.68 -1.04 0.314
H 0.82 -5.55 -0.32 0.502
H 1.19 -5.84 1.38 0.420
H 0.35 -7.80 -0.61 0.372
H 1.64 -7.93 0.39 0.391
H 0.85 -8.15 2.50 0.374
H 0.08 -9.27 1.42 0.445
H -3.18 -8.34 1.67 0.326
H -1.92 -9.49 1.12 0.474
H -2.22 -8.10 0.21 0.342
H -2.52 -8.16 4.11 0.298
H -1.07 -7.30 4.25 0.445
H -0.93 -9.03 3.98 0.359
H -2.50 -5.11 2.99 0.377
C -6.00 4.59 5.47 -1.715
C -5.23 3.20 5.48 1.343
C -3.94 3.19 6.36 -1.879
C -6.06 2.06 5.97 -1.041
C -7.10 1.56 4.97 -0.917
C -6.42 1.14 3.66 -1.424
C -5.50 2.21 3.01 1.810
C -4.62 1.38 2.03 -1.800
C -6.30 3.27 2.28 -1.658
N -4.67 2.85 4.12 0.517
O -3.56 3.61 3.61 -0.405
H -7.05 4.68 5.19 0.321
H -6.11 5.00 6.47 0.491
H -5.33 5.28 4.95 0.332
H -4.17 3.44 7.40 0.398
H -3.47 2.22 6.27 0.412
H -3.21 3.88 5.94 0.405
H -5.43 1.21 6.20 0.370
H -6.61 2.50 6.80 0.408
H -7.53 0.63 5.33 0.438
H -7.93 2.18 4.63 0.372
H -7.11 0.65 2.97 0.484
H -5.84 0.28 3.99 0.471
H -5.21 0.81 1.32 0.353
H -3.97 0.71 2.59 0.506
H -3.94 2.07 1.52 0.067
H -6.84 2.98 1.39 0.408
H -5.70 4.14 1.99 0.249
H -7.05 3.70 2.94 0.335
H -2.84 3.01 3.84 0.309
C -3.31 -2.36 -2.13 -1.490
C -3.43 -1.80 -3.63 2.000
C -2.25 -2.32 -4.46 -2.157
C -4.77 -2.30 -4.28 -1.245
C -6.01 -1.60 -3.68 -0.847
C -5.89 -0.12 -3.65 -1.194
C -4.60 0.43 -3.11 1.754
C -4.46 1.85 -3.56 -1.711
C -4.78 0.38 -1.52 -1.738
N -3.41 -0.32 -3.58 -0.116
O -2.19 0.18 -2.93 0.315
H -3.26 -3.45 -2.15 0.462
H -2.44 -1.96 -1.61 0.102
H -4.23 -2.15 -1.58 0.148
H -2.45 -3.35 -4.74 0.469
H -2.19 -1.69 -5.35 0.463
H -1.25 -2.31 -4.03 0.159
H -4.75 -2.18 -5.37 0.367
H -4.98 -3.35 -4.12 0.439
H -6.93 -2.03 -4.08 0.457
H -6.12 -1.96 -2.66 0.307
H -6.63 0.29 -2.97 0.427
H -6.07 0.21 -4.68 0.394
H -5.44 2.26 -3.33 0.372
H -4.27 1.87 -4.64 0.578
H -3.65 2.23 -2.94 -0.045
H -3.83 0.60 -1.03 0.055
H -5.15 -0.52 -1.02 0.481
H -5.58 1.08 -1.31 0.628
H -1.69 0.63 -3.61 0.190
C 5.73 3.58 3.82 -1.877
C 4.72 4.07 2.66 1.564
C 3.55 3.04 2.44 -1.597
C 4.12 5.38 3.16 -1.279
C 3.44 6.20 2.14 -0.301
C 4.31 6.39 0.90 -1.378
C 4.91 5.14 0.23 1.333
C 3.73 4.40 -0.58 -1.320
C 6.14 5.60 -0.72 -1.822
N 5.45 4.31 1.37 0.348
O 6.27 3.29 1.06 -0.363
H 6.33 2.71 3.55 0.414
H 5.13 3.29 4.68 0.403
H 6.39 4.38 4.17 0.435
H 2.59 3.41 2.08 0.158
H 3.25 2.67 3.42 0.532
H 3.94 2.11 2.01 0.272
H 3.47 5.32 4.03 0.424
H 4.91 6.09 3.40 0.348
H 3.02 7.16 2.42 0.457
H 2.61 5.54 1.90 -0.166
H 5.12 7.03 1.22 0.430
H 3.92 7.03 0.11 0.535
H 2.89 4.11 0.03 0.175
H 3.39 5.16 -1.29 0.429
H 4.14 3.57 -1.15 0.364
H 6.01 6.51 -1.30 0.370
H 6.93 5.93 -0.04 0.472
H 6.44 4.84 -1.44 0.319
H 7.08 3.65 1.43 0.324
C 4.74 -2.55 -4.01 -2.255
C 5.51 -1.74 -3.01 2.164
C 5.84 -0.38 -3.66 -1.678
C 4.54 -1.46 -1.86 -0.962
C 5.28 -0.99 -0.48 -0.850
C 6.33 -2.12 -0.17 -1.582
C 7.45 -2.30 -1.25 1.455
C 8.32 -1.01 -1.22 -1.682
C 8.36 -3.48 -0.77 -1.895
N 6.74 -2.49 -2.52 0.382
O 7.56 -2.81 -3.59 -0.502
H 3.70 -2.23 -4.07 0.225
H 5.22 -2.73 -4.97 0.516
H 4.62 -3.57 -3.65 0.539
H 6.45 0.23 -3.00 0.219
H 6.38 -0.42 -4.61 0.475
H 4.91 0.15 -3.86 0.167
H 3.88 -0.67 -2.21 0.470
H 3.94 -2.35 -1.70 0.405
H 5.71 0.00 -0.56 0.345
H 4.54 -1.05 0.31 0.579
H 5.78 -3.01 0.11 0.348
H 6.80 -1.84 0.77 0.557
H 9.13 -1.04 -1.95 0.395
H 8.98 -0.99 -0.35 0.469
H 7.86 -0.06 -1.47 0.199
H 8.88 -3.26 0.16 0.383
H 9.05 -3.75 -1.56 0.414
H 7.88 -4.46 -0.66 0.395
H 7.12 -3.62 -3.86 0.357
C -0.70 3.04 1.62 -0.292
O 0.18 2.41 0.67 -0.040
C -0.15 1.17 -0.04 -1.553
C 1.06 0.52 -0.63 1.735
C 0.67 -0.72 -1.50 0.008
N 1.91 -0.06 0.42 -0.755
H -0.41 4.09 1.56 0.281
H -0.53 2.61 2.61 0.386
H -1.76 3.07 1.36 -0.297
H -0.70 0.49 0.61 0.347
H -0.98 1.34 -0.72 0.248
H 1.57 1.28 -1.23 0.198
H 1.56 -1.29 -1.76 -0.051
H 0.30 -0.29 -2.43 -0.292
H -0.11 -1.42 -1.19 -0.292
H 2.84 0.13 0.07 -0.123
H 1.84 0.64 1.15 0.313
C -3.01 5.46 -0.27 -0.946
C -3.23 4.79 -1.60 0.123
O -4.61 4.28 -1.63 -0.436
H -1.98 5.81 -0.28 0.365
H -3.26 4.89 0.63 0.038
H -3.47 6.45 -0.28 0.386
H -2.57 3.94 -1.74 -0.054
H -2.95 5.52 -2.36 0.334
H -5.20 4.83 -2.16 0.220
C 0.86 -1.19 -5.61 -0.514
C 1.70 0.05 -5.65 0.350
O 1.06 1.08 -4.93 -0.443
H 0.53 -1.43 -4.60 -0.274
H 1.46 -2.06 -5.86 0.379
H -0.04 -1.01 -6.20 0.346
H 1.84 0.50 -6.64 0.384
H 2.62 -0.10 -5.09 -0.349
H 1.59 1.87 -5.03 0.245
```

Output
gap between HOMO and LUMO = 0.3036 Ha
LUMO energy = 0.0173 Ha

A cluster of 3 separate species, C6H12O2 in total, computed with the ωB97M-V functional and the def2-TZVPD basis.

XYZ file:
```
20
Properties=species:S:1:pos:R:3:mulliken_charge:R:1
C -1.30 1.04 1.34 0.090
C -2.52 0.69 1.86 -0.787
C 0.68 0.09 0.27 -0.261
C -0.56 -0.14 0.83 0.054
C 1.66 -1.32 -1.44 -0.652
C 1.54 -0.96 -0.16 -0.360
H -0.78 2.00 1.29 0.385
H -3.21 1.23 2.41 0.363
H -2.85 -0.30 2.11 0.279
H 0.97 1.14 0.14 0.503
H -1.10 -0.97 0.78 0.482
H 1.14 -0.82 -2.27 0.242
H 2.24 -2.14 -1.88 0.286
H 2.17 -1.53 0.51 0.359
H 3.36 1.87 0.71 0.318
H 2.75 2.45 1.93 0.319
O 3.00 2.68 1.06 -0.628
H -2.19 -2.32 -3.00 0.309
H -2.98 -1.23 -3.17 0.316
O -2.02 -1.44 -3.31 -0.617
```

Output
spin multiplicity = 2
gap between HOMO and LUMO (alpha / beta) = 0.3421 / 0.2360 Ha
LUMO energy (alpha / beta) = -0.1882 / -0.2950 Ha
charge = +1

Respective max |F| values: 0.9; 4.2; 6.2 eV/Å.